ORCA calculation (ωB97M-V with the def2-TZVPD basis set) on 2 unconnected molecules or ions with the total composition C3H9NO in a non-equilibrium geometry.

Output
LUMO level: 0.827 eV
SMILES: C=C(C)O.N
Energy relative to the best compared isomer or geometry (same formula, charge and spin): 1.443 eV
HOMO-LUMO gap: 0.35481 Ha

```
14
Properties=species:S:1:pos:R:3:forces:R:3
O -1.718 0.062 0.749 0.61 -1.51 0.17
N 0.477 0.763 -2.548 -1.18 -0.23 0.11
C 0.449 0.498 1.761 -0.47 0.20 0.08
C -0.443 -0.452 0.969 1.61 -0.65 -1.41
C 0.000 -1.606 0.348 -2.39 2.09 0.39
H -0.156 1.135 -3.279 0.38 -0.27 0.79
H -0.785 -2.175 -0.197 0.88 0.36 0.28
H 1.048 -1.817 0.178 -0.15 -0.18 0.67
H -0.111 0.274 -1.834 0.60 0.60 -0.89
H 1.498 0.171 1.821 -0.51 0.04 -0.12
H -1.708 0.990 0.962 -0.01 0.44 0.30
H 0.989 0.030 -3.022 0.19 -0.13 0.05
H 0.407 1.510 1.295 0.18 -0.58 0.21
H 0.053 0.618 2.797 0.26 -0.18 -0.64
```
Forces are in eV/Å.

The Mulliken scheme yields these atomic charges, measured in e:
1 O -0.504
2 N -0.675
3 C -1.184
4 C 0.697
5 C -0.870
6 H 0.226
7 H 0.285
8 H 0.294
9 H 0.240
10 H 0.300
11 H 0.311
12 H 0.224
13 H 0.330
14 H 0.329